# C3H9NOS

2 unconnected molecules or ions with the total composition C3H9NOS (ωB97M-V/def2-TZVPD, the Open Molecules 2025 dataset).

Geometry as XYZ:
```
15
Properties=species:S:1:pos:R:3:nbo_charge:R:1
C 0.073 -1.725 2.161 -0.7910
S -0.305 -0.180 1.277 -0.0520
C 1.359 0.598 1.284 -0.9052
H 0.560 -2.339 1.410 0.2023
H -0.884 -2.207 2.412 0.2112
H 0.501 -1.726 3.164 0.2019
H 1.552 0.882 2.325 0.1955
H 2.084 -0.136 0.947 0.1943
H 1.255 1.552 0.770 0.1858
C -0.553 0.534 -2.899 0.4417
N -1.572 1.164 -2.284 -0.9532
O -0.688 -0.411 -3.661 -0.6546
H 0.453 0.891 -2.646 0.0982
H -1.404 1.811 -1.505 0.2466
H -2.431 1.292 -2.756 0.3784
```

Spin multiplicity = 2
Max |F| = 0.033 hartree/bohr
Energy relative to the best compared isomer or geometry (same formula, charge and spin) = 1.145 eV
LUMO (alpha / beta) = 3.466 / 3.481 eV
HOMO-LUMO gap (alpha / beta) = 2.4 / 8.6 eV
Total charge = -1

***

# C3H9NOS

2 unconnected molecules or ions with the total composition C3H9NOS (ωB97M-V/def2-TZVPD, the Open Molecules 2025 dataset).

Geometry as XYZ:
```
15
Properties=species:S:1:pos:R:3:nbo_charge:R:1
N -0.783 -2.406 0.721 -0.8237
C -0.179 -3.261 -0.159 0.5235
O 1.005 -3.478 -0.200 -0.5840
H -1.702 -2.168 0.379 0.3816
H -0.257 -1.691 1.199 0.3993
H -0.888 -3.755 -0.838 0.1037
C -0.147 1.871 -0.994 -0.6183
C 0.924 1.561 0.042 -0.4939
S 0.818 2.739 1.434 -0.0710
H 0.053 2.823 -1.485 0.2167
H -1.127 1.896 -0.525 0.2082
H -0.123 1.127 -1.796 0.2085
H 0.789 0.555 0.429 0.2017
H 1.955 1.694 -0.276 0.2296
H -0.339 2.493 2.070 0.1181
```

Spin multiplicity = 1
SMILES = NC=O.CCS
Max |F| = 0.027 hartree/bohr
Energy relative to the best compared isomer or geometry (same formula, charge and spin) = 0.505 eV
LUMO = 0.541 eV
HOMO-LUMO gap = 9.7 eV

***

# C3H9NOS

A single C3H9NOS molecule (ωB97M-V/def2-TZVPD, the Open Molecules 2025 dataset).

Geometry as XYZ:
```
15
Properties=species:S:1:pos:R:3:nbo_charge:R:1
N -1.113 -0.558 -0.946 -0.8386
C 0.146 -0.108 -0.376 -0.0872
C 0.966 0.761 -1.325 -0.0723
O 1.407 -0.071 -2.392 -0.7271
C -0.156 0.653 0.929 -0.5353
S -0.664 -0.378 2.290 -0.0237
H -1.680 0.228 -1.236 0.3476
H -0.958 -1.168 -1.735 0.3750
H 0.720 -0.998 -0.117 0.2064
H 0.315 1.552 -1.716 0.1552
H 1.835 1.192 -0.803 0.1619
H 1.683 0.494 -3.131 0.4714
H 0.729 1.194 1.272 0.2248
H -0.908 1.414 0.704 0.2072
H -1.840 -0.769 1.785 0.1347
```

Spin multiplicity = 1
SMILES = N[C@@H](CO)CS
Max |F| = 0.019 hartree/bohr
Energy relative to the best compared isomer or geometry (same formula, charge and spin) = 0.669 eV
LUMO = 0.777 eV
HOMO-LUMO gap = 9.7 eV

***

> Which formula does entry 3 have?

C3H9NOS